# CH2F2O2S

A 2-piece molecular cluster, CH2F2O2S overall in a non-equilibrium geometry (ωB97M-V/def2-TZVPD, OMol25).

Output
energy above the lowest of the compared OMol25 structures with the same formula, charge and spin = 233.6 kJ/mol
E_LUMO (alpha / beta) = -4.11 / -1.32 eV
orbital gap (alpha / beta) = 5.0 / 9.6 eV
HOMO energy (alpha / beta) = -9.122 / -10.914 eV
net charge = 0

Element x y z (Å)
C: 1.48 -0.05 -0.01
O: -3.24 -0.78 -0.24
O: 0.22 0.03 -0.04
F: 2.11 1.18 0.11
F: 1.98 -0.72 1.01
S: -2.53 0.18 0.54
H: 2.05 -0.70 -0.89
H: -2.08 0.85 -0.48

Table of Mulliken atomic charges, one value per atom, all in e: number 1, C, carries 0.463; number 2, O, carries -0.385; number 3, O, carries -0.267; number 4, F, carries -0.237; number 5, F, carries -0.224; number 6, S, carries 0.349; number 7, H, carries 0.121; number 8, H, carries 0.180